1.
Here is a 2-piece molecular cluster, C32H62INO8P3 overall at a distorted geometry from OMol25. Energies are from ωB97M-V/def2-TZVPD.

Summary:
* energy: -3234.48368 Eh
* E_LUMO: -0.401 eV
* net charge: -1
* energy above the lowest of the compared OMol25 structures with the same formula, charge and spin: 285.6 kcal per mole

Geometry (Å):
1 C -6.6410 -5.9143 0.7598
2 C -6.3419 -4.3885 1.1597
3 C -7.4681 -3.2388 1.2230
4 C -4.9671 -4.0121 1.4426
5 C -4.2821 -2.9834 0.3885
6 C -2.6844 -3.1193 0.4964
7 C -1.8947 -2.3210 -0.6929
8 C -0.3661 -2.7569 -0.5648
9 C -2.2425 -0.7718 -0.5187
10 C -1.0624 0.2885 -0.6643
11 P -0.6789 1.3297 0.9151
12 C -0.5577 -0.0962 2.1537
13 C 0.8460 -0.1425 2.9840
14 C 2.1042 -0.5382 2.0578
15 I 3.4763 -1.9561 3.0539
16 P -0.6462 3.0490 -0.5269
17 C 1.0727 3.1072 -1.3971
18 O -0.7327 4.5622 0.3048
19 O -0.0421 2.4943 2.0474
20 C -1.0431 2.8843 3.0401
21 C -2.5231 2.4887 2.5050
22 C -3.7327 3.5236 2.6699
23 C -3.5628 4.9111 1.8754
24 C -3.8822 4.7173 0.3142
25 N -5.3578 4.7331 0.0054
26 C -5.5507 4.8915 -1.4910
27 C -5.3008 3.5368 -2.2973
28 C -6.4416 2.4668 -2.4652
29 C -6.2012 1.1679 -3.2927
30 C -4.7978 0.9788 -3.9423
31 C -3.6336 2.0120 -3.7759
32 C -3.9020 3.3204 -2.9493
33 O -2.8894 4.3185 -2.7790
34 O -2.3451 1.7827 1.2556
35 H -6.6459 -6.6189 1.6780
36 H -7.5910 -6.0540 0.1368
37 H -5.7731 -6.2840 0.0999
38 H -8.0521 -3.2389 0.2286
39 H -8.1347 -3.4216 2.1319
40 H -6.9179 -2.2515 1.3734
41 H -4.4256 -4.3979 2.3756
42 H -4.6439 -1.9301 0.7064
43 H -4.5891 -3.2596 -0.6755
44 H -2.3128 -4.1884 0.6399
45 H -2.3854 -2.5477 1.4611
46 H -2.3167 -2.7598 -1.6683
47 H -0.3034 -3.8604 -0.9185
48 H 0.0696 -2.7477 0.4893
49 H 0.3587 -2.1895 -1.2626
50 H -3.0491 -0.5166 -1.3123
51 H -2.7961 -0.6529 0.4916
52 H -1.4125 1.0695 -1.4507
53 H -0.0603 -0.0958 -1.0436
54 H 0.7172 1.1987 0.4788
55 H -0.6908 -1.1465 1.7331
56 H -1.3703 0.0205 2.9754
57 H 0.7132 -1.0312 3.7177
58 H 1.0098 0.7755 3.6385
59 H 2.6435 0.3487 1.5894
60 H 1.6633 -1.1402 1.1749
61 H 1.3291 4.1767 -1.7597
62 H 1.9005 2.7001 -0.6956
63 H 1.0307 2.4200 -2.3084
64 H 0.1293 4.7792 0.7232
65 H -1.1086 4.0210 3.1947
66 H -0.7789 2.3600 4.0203
67 H -2.8553 1.6258 3.2135
68 H -4.7100 3.0378 2.3101
69 H -3.8715 3.6874 3.8068
70 H -4.3674 5.6301 2.2987
71 H -2.5230 5.3341 2.0856
72 H -3.3891 5.5901 -0.2541
73 H -3.4713 3.7155 -0.0846
74 H -5.7113 5.6286 0.3854
75 H -4.8702 5.7436 -1.8349
76 H -6.6522 5.2076 -1.6573
77 H -7.4386 2.7186 -1.9721
78 H -7.0239 0.3872 -3.4105
79 H -4.6271 0.0321 -4.5731
80 H -2.6353 1.7915 -4.2911
81 H -2.7211 4.7228 -3.6582
82 O 9.3603 -3.5200 -1.8625
83 P 9.0839 -2.7998 -0.5358
84 O 7.9006 -1.7973 -1.1419
85 C 6.8116 -2.3476 -1.8769
86 C 5.7380 -2.8761 -0.9472
87 O 10.3954 -1.7786 -0.6478
88 C 11.6183 -2.2900 -1.1750
89 C 11.7886 -1.8575 -2.6221
90 O 8.8157 -2.1297 1.0103
91 C 8.5697 -0.7370 1.2045
92 C 7.0979 -0.5186 1.5306
93 H 7.1440 -3.1309 -2.5607
94 H 6.4009 -1.5432 -2.4911
95 H 6.1529 -3.5849 -0.2245
96 H 4.9483 -3.3704 -1.5171
97 H 5.2866 -2.0587 -0.3806
98 H 11.6576 -3.3776 -1.0792
99 H 12.4363 -1.8856 -0.5731
100 H 10.8822 -2.0094 -3.2094
101 H 12.6038 -2.4077 -3.0986
102 H 12.0191 -0.7892 -2.6710
103 H 8.8811 -0.1333 0.3509
104 H 9.1826 -0.4278 2.0556
105 H 6.5524 -1.4581 1.6268
106 H 6.6185 0.0770 0.7483
107 H 6.9871 0.0375 2.4650

Atomic partial charges in e from the Mulliken method, atoms 1 to 2: atom 1 (C): -0.99, atom 2 (C): 0.41



2.
Here is a 9-piece molecular cluster, C32H62N2O21 overall at a distorted geometry from OMol25. Energies are from ωB97M-V/def2-TZVPD.

Summary:
* energy: -2946.05009 Eh
* E_LUMO: 0.508 eV
* energy above the lowest of the compared OMol25 structures with the same formula, charge and spin: 0.0 kcal per mole

Geometry (Å):
1 C 3.4220 -0.2337 0.7293
2 C 4.6346 -0.6525 1.5928
3 O 4.8807 0.5081 2.3625
4 C 5.8321 0.3303 3.2876
5 O 6.3445 -0.7577 3.5843
6 O 6.1168 1.4329 3.9229
7 C 7.2138 1.3580 4.8133
8 H 2.3933 -0.3898 1.0219
9 H 3.5495 -0.6399 -0.2737
10 H 3.5148 0.8518 0.6684
11 H 5.5583 -0.8797 1.0154
12 H 4.4259 -1.5350 2.2025
13 H 6.9897 0.5227 5.4754
14 H 7.4482 2.2694 5.3389
15 H 8.1189 1.0904 4.2520
16 C -5.5373 -1.5063 0.8317
17 C -4.5317 -0.3821 1.0158
18 O -4.4499 -0.1332 2.4113
19 C -3.5809 0.7612 2.8707
20 O -2.6054 1.2378 2.2895
21 O -3.9298 1.0679 4.1049
22 C -3.1088 1.7904 4.9913
23 H -6.4342 -1.3466 1.4593
24 H -5.1215 -2.4843 1.1301
25 H -5.7459 -1.4816 -0.2137
26 H -4.8663 0.5132 0.4802
27 H -3.5186 -0.6330 0.7086
28 H -3.0964 2.8800 4.8373
29 H -2.0823 1.3853 4.9906
30 H -3.5442 1.6835 5.9732
31 C -4.4924 -5.6834 1.1695
32 C -3.0127 -5.3387 1.1125
33 O -3.0416 -4.0346 0.5061
34 C -1.9017 -3.4246 0.1091
35 O -1.8849 -2.3110 -0.4152
36 O -0.7884 -4.0702 0.4704
37 C 0.3977 -3.3988 0.1826
38 H -4.6958 -6.6654 1.6030
39 H -4.8701 -5.7897 0.1509
40 H -5.0431 -4.9441 1.7080
41 H -2.4595 -6.0174 0.4675
42 H -2.4766 -5.2983 2.0631
43 H 0.3078 -2.3339 0.4127
44 H 0.6880 -3.3630 -0.8763
45 H 1.2585 -3.8827 0.6572
46 C -3.3396 0.0668 -2.7643
47 C -3.4767 1.2953 -1.9578
48 O -2.6599 2.2972 -2.4097
49 C -3.0813 3.5825 -2.3206
50 O -4.2151 3.8943 -1.9615
51 O -2.1191 4.4197 -2.5731
52 C -2.3816 5.8150 -2.3839
53 H -3.9297 0.1657 -3.6784
54 H -3.7311 -0.7859 -2.2076
55 H -2.3002 -0.0435 -3.0410
56 H -3.3119 1.1677 -0.8975
57 H -4.5121 1.6341 -2.0380
58 H -2.6869 6.0862 -1.3771
59 H -3.1038 6.2326 -3.0553
60 H -1.4385 6.3638 -2.5083
61 C 3.2816 0.5129 -5.4075
62 C 2.1328 -0.3665 -5.9448
63 O 2.3180 -0.9776 -7.2418
64 C 2.5217 -0.1962 -8.3411
65 O 2.8087 -0.6961 -9.3954
66 O 2.1823 1.0938 -8.1030
67 C 2.4435 1.8917 -9.2414
68 H 2.9347 0.7852 -4.3890
69 H 3.3976 1.3785 -6.0265
70 H 4.2347 -0.0143 -5.2190
71 H 1.1681 0.1973 -5.9488
72 H 1.9906 -1.1928 -5.2844
73 H 3.5105 1.9427 -9.4690
74 H 2.1197 2.9040 -8.9471
75 H 1.8601 1.5643 -10.1280
76 C -1.4147 -2.0662 3.2759
77 C -0.4531 -0.9354 2.8205
78 O 0.7683 -0.9287 3.5474
79 C 0.7641 -0.3528 4.7888
80 O -0.2382 0.2215 5.2490
81 O 1.7911 -0.5027 5.5898
82 C 2.9882 -1.0476 4.9827
83 H -1.8955 -1.9262 4.2562
84 H -0.8699 -3.0509 3.3606
85 H -2.1462 -2.2370 2.4797
86 H -0.8790 0.0611 2.9275
87 H -0.0680 -1.0242 1.8079
88 H 2.8116 -1.7787 4.2052
89 H 3.6951 -1.3154 5.7527
90 H 3.4995 -0.2588 4.3796
91 C 1.9009 2.6788 3.8917
92 C 0.5302 3.0525 3.5163
93 O 0.5721 4.0638 2.5089
94 C 0.9094 3.6928 1.2777
95 O 1.5053 2.6734 0.9078
96 O 0.5930 4.7044 0.4420
97 C 0.9957 4.3742 -0.8646
98 H 1.7918 2.1466 4.8198
99 H 2.5028 3.5563 4.1390
100 H 2.3385 2.1519 3.0531
101 H -0.1243 3.5101 4.2426
102 H -0.0082 2.1372 3.2040
103 H 0.4628 3.4541 -1.1894
104 H 2.0939 4.1813 -0.9893
105 H 0.7720 5.1637 -1.5709
106 C -0.5382 -4.2355 -4.0682
107 C -0.6220 -5.1958 -2.9865
108 N -0.7331 -5.9172 -2.1065
109 H 0.5072 -4.1386 -4.4197
110 H -0.7483 -3.2587 -3.6245
111 H -1.1656 -4.4941 -4.9317
112 C -0.2709 0.5355 -0.8816
113 C 0.2479 -0.2724 -2.0127
114 N 0.6765 -0.8815 -2.8761
115 H 0.3945 0.6825 -0.0369
116 H -1.2516 0.1407 -0.5818
117 H -0.5775 1.5453 -1.2200

Atomic partial charges in e from the Mulliken method, atoms 1 to 2: atom 1 (C): -0.63, atom 2 (C): -0.47



3.
Here is a 8-piece molecular cluster, C32H62O22P overall at a distorted geometry from OMol25. Energies are from ωB97M-V/def2-TZVPD.

Summary:
* energy: -3252.89703 Eh
* E_LUMO: 2.051 eV
* net charge: -1

Geometry (Å):
1 C 0.5678 2.1798 -0.9242
2 P -1.3281 1.8601 -1.2564
3 C -1.5853 1.5117 0.6087
4 C -1.6412 -0.0415 1.0101
5 C -3.1900 -0.5419 1.1336
6 O -1.0772 -0.1872 2.3450
7 C 0.3575 -0.2628 2.3167
8 C 0.8680 -1.6814 1.7154
9 C 1.8758 -1.5938 0.5403
10 C 2.3455 -2.9294 -0.0875
11 C 1.7727 -4.2439 0.4914
12 C 0.7766 -4.3278 1.6828
13 C 0.3031 -2.9903 2.3106
14 H 1.0077 1.3580 -0.2355
15 H 0.6328 3.2232 -0.4301
16 H 1.1574 2.2627 -1.9106
17 H -0.9569 0.4916 -1.5707
18 H -2.7254 1.5662 -1.5853
19 H -1.6410 3.2829 -1.0704
20 H -1.0712 2.1784 -2.6704
21 H -2.6187 1.9541 0.8932
22 H -0.7728 2.0912 1.1795
23 H -1.1702 -0.7065 0.2117
24 H -3.3602 -0.8810 2.2267
25 H -3.2911 -1.5086 0.5104
26 H -3.9385 0.2641 0.8440
27 H 0.8778 0.6274 1.8274
28 H 0.6983 -0.2686 3.4232
29 H 2.2207 -0.5724 0.1788
30 H 3.0619 -2.8622 -0.9740
31 H 2.1102 -5.2168 -0.0038
32 H 0.3711 -5.3196 2.0754
33 H -0.4473 -2.9105 3.1627
34 C -2.0043 5.6734 3.4406
35 O -1.4224 6.8592 2.8997
36 C -0.7290 6.6615 1.7641
37 O -0.5752 5.6081 1.2048
38 O -0.2375 7.8482 1.3630
39 C 0.5254 7.7845 0.1596
40 H -2.5382 5.9480 4.3516
41 H -2.7204 5.2406 2.7388
42 H -1.2309 4.9470 3.6997
43 H -0.0920 7.4335 -0.6701
44 H 1.3983 7.1412 0.2903
45 H 0.8711 8.7935 -0.0695
46 C -7.7050 6.5667 7.8195
47 O -7.1240 7.7524 7.2808
48 C -6.4297 7.5582 6.1460
49 O -6.2738 6.5033 5.5831
50 O -5.9403 8.7444 5.7496
51 C -5.1745 8.6887 4.5462
52 H -8.2388 6.8414 8.7300
53 H -8.4204 6.1341 7.1166
54 H -6.9307 5.8411 8.0782
55 H -5.7897 8.3407 3.7136
56 H -4.2999 8.0474 4.6748
57 H -4.8308 9.6987 4.3213
58 C -0.9064 -1.9420 -3.4595
59 O -1.6651 -2.1656 -4.6513
60 C -2.3150 -1.0782 -5.0975
61 O -2.3002 0.0108 -4.5875
62 O -2.9858 -1.4205 -6.2158
63 C -3.7254 -0.3520 -6.7996
64 H -0.4248 -2.8832 -3.1895
65 H -0.1302 -1.1929 -3.6310
66 H -1.5587 -1.6390 -2.6379
67 H -3.0585 0.4588 -7.1013
68 H -4.4877 0.0125 -6.1074
69 H -4.2237 -0.7389 -7.6897
70 C 9.1374 -0.4314 -1.0992
71 O 8.2861 -1.3149 -0.3733
72 C 7.1426 -0.7502 0.0544
73 O 6.8068 0.3944 -0.1269
74 O 6.4399 -1.6814 0.7149
75 C 5.1891 -1.2159 1.2268
76 H 10.0257 -0.9915 -1.3935
77 H 8.6399 -0.0726 -2.0032
78 H 9.4492 0.4064 -0.4714
79 H 4.5392 -0.8885 0.4138
80 H 5.3431 -0.4099 1.9479
81 H 4.7064 -2.0483 1.7391
82 C -6.0899 -5.8409 2.7432
83 O -4.8273 -5.1810 2.7799
84 C -4.6869 -4.3173 3.8001
85 O -5.5160 -4.0763 4.6439
86 O -3.4644 -3.7707 3.7161
87 C -3.1736 -2.8254 4.7443
88 H -6.0907 -6.5106 1.8825
89 H -6.2395 -6.4378 3.6459
90 H -6.8993 -5.1181 2.6195
91 H -3.2063 -3.3021 5.7268
92 H -3.8663 -1.9825 4.7003
93 H -2.1638 -2.4498 4.5770
94 C 2.6843 -1.6983 -5.1804
95 O 3.9508 -1.0395 -5.1680
96 C 4.1052 -0.1656 -4.1578
97 O 3.2893 0.0835 -3.3076
98 O 5.3298 0.3803 -4.2609
99 C 5.6288 1.3343 -3.2415
100 H 2.6683 -2.3782 -6.0330
101 H 2.5463 -2.2850 -4.2692
102 H 1.8747 -0.9750 -5.3005
103 H 5.6047 0.8647 -2.2563
104 H 4.9345 2.1763 -3.2856
105 H 6.6375 1.7096 -3.4198
106 C 2.3970 -8.6316 -4.0323
107 O 3.6977 -8.0647 -3.8879
108 C 3.7302 -6.7261 -4.0055
109 O 2.7824 -6.0103 -4.2141
110 O 5.0028 -6.3253 -3.8501
111 C 5.1861 -4.9141 -3.9511
112 H 2.4903 -9.7123 -3.9193
113 H 1.7258 -8.2595 -3.2551
114 H 1.9927 -8.4214 -5.0249
115 H 4.6250 -4.3956 -3.1705
116 H 4.8920 -4.5568 -4.9405
117 H 6.2467 -4.7036 -3.8102

Atomic partial charges in e from the Mulliken method, atoms 1 to 2: atom 1 (C): -0.82, atom 2 (P): 0.69



4.
Here is a 5-piece molecular cluster, C32H63F9O2 overall at a distorted geometry from OMol25. Energies are from ωB97M-V/def2-TZVPD.

Summary:
* energy: -2306.37468 Eh
* E_LUMO: 0.576 eV

Geometry (Å):
1 O 6.2682 -2.6103 3.0751
2 C 5.2912 -1.9125 3.0162
3 O 5.2068 -0.8219 2.2188
4 C 3.9697 -0.7751 1.4770
5 C 3.5410 0.6552 1.3055
6 C 3.1009 1.3825 2.5747
7 C 1.9991 0.7408 3.3889
8 F 2.4530 -0.3549 4.0368
9 F 1.6558 1.6306 4.3586
10 C 0.6645 0.4464 2.6217
11 F 0.5538 1.3980 1.6555
12 F -0.3832 0.6027 3.4593
13 C 0.5112 -0.9201 1.9144
14 F 0.9748 -1.9301 2.6651
15 F 1.1733 -0.9203 0.7434
16 C -0.9811 -1.2553 1.5776
17 F -1.5685 -0.2465 0.9273
18 F -0.9531 -2.3259 0.7470
19 F -1.6760 -1.6011 2.6674
20 H 4.4337 -2.0732 3.6811
21 H 3.2442 -1.4123 1.9709
22 H 4.1738 -1.2097 0.5075
23 H 2.7818 0.7649 0.5426
24 H 4.4098 1.1826 0.9232
25 H 2.8107 2.3957 2.3365
26 H 3.9552 1.4693 3.2378
27 C 0.1891 -3.6610 -4.6053
28 C 0.3092 -2.9377 -3.2670
29 C 0.4537 -1.4239 -3.4083
30 C 1.7082 -0.9561 -4.1508
31 C 3.0222 -1.4326 -3.5337
32 C 3.2060 -0.9300 -2.1073
33 H 1.0845 -3.5330 -5.2155
34 H 0.0483 -4.7321 -4.4526
35 H -0.6654 -3.2885 -5.1744
36 H 1.1489 -3.3507 -2.7006
37 H -0.5853 -3.1425 -2.6751
38 H 0.4337 -0.9740 -2.4109
39 H -0.4260 -1.0322 -3.9292
40 H 1.7037 0.1384 -4.1742
41 H 1.6652 -1.2774 -5.1950
42 H 3.8508 -1.0777 -4.1513
43 H 3.0784 -2.5240 -3.5471
44 H 3.1827 0.1623 -2.0773
45 H 4.1674 -1.2560 -1.7071
46 H 2.4259 -1.3058 -1.4428
47 C -6.2892 -6.3210 -4.0857
48 C -6.1713 -5.5946 -2.7490
49 C -6.0410 -4.0788 -2.8896
50 C -4.7978 -3.6075 -3.6453
51 C -3.4691 -4.0754 -3.0549
52 C -3.2210 -3.5641 -1.6387
53 H -5.3979 -6.1830 -4.6997
54 H -6.4170 -7.3932 -3.9314
55 H -7.1498 -5.9582 -4.6511
56 H -5.3242 -5.9962 -2.1863
57 H -7.0610 -5.8095 -2.1517
58 H -6.0554 -3.6288 -1.8929
59 H -6.9265 -3.6934 -3.4048
60 H -4.8063 -2.5127 -3.6750
61 H -4.8572 -3.9349 -4.6871
62 H -2.6622 -3.7211 -3.7020
63 H -3.4115 -5.1673 -3.0648
64 H -3.2360 -2.4728 -1.6103
65 H -2.2467 -3.8961 -1.2771
66 H -3.9717 -3.9324 -0.9378
67 C -4.4772 4.5186 -3.2350
68 C -3.3975 3.6064 -3.8099
69 C -3.8929 2.1936 -4.1146
70 C -4.3899 1.4096 -2.8992
71 C -3.3674 1.2473 -1.7763
72 C -2.1226 0.4739 -2.1982
73 H -4.8478 4.1508 -2.2771
74 H -4.0852 5.5230 -3.0700
75 H -5.3247 4.5972 -3.9188
76 H -2.5458 3.5688 -3.1252
77 H -3.0216 4.0466 -4.7372
78 H -3.0904 1.6360 -4.6059
79 H -4.7062 2.2532 -4.8446
80 H -4.7076 0.4170 -3.2354
81 H -5.2861 1.8892 -2.4959
82 H -3.8466 0.7180 -0.9480
83 H -3.0756 2.2254 -1.3838
84 H -2.3879 -0.5214 -2.5607
85 H -1.4412 0.3530 -1.3596
86 H -1.5750 0.9866 -2.9911
87 C 2.6124 4.9892 4.7567
88 C 4.0441 5.3205 5.1661
89 C 4.8038 4.1202 5.7292
90 C 4.2084 3.5198 7.0034
91 C 4.0720 4.4949 8.1712
92 C 5.4057 5.0600 8.6513
93 H 2.0131 4.6654 5.6085
94 H 2.1227 5.8631 4.3245
95 H 2.5978 4.1920 4.0118
96 H 4.0394 6.1407 5.8887
97 H 4.5859 5.6907 4.2915
98 H 5.8416 4.4124 5.9116
99 H 4.8439 3.3366 4.9648
100 H 4.8365 2.6793 7.3148
101 H 3.2263 3.0926 6.7813
102 H 3.5923 3.9715 9.0021
103 H 3.4024 5.3163 7.9019
104 H 6.0794 4.2582 8.9600
105 H 5.2591 5.7213 9.5062
106 H 5.9033 5.6389 7.8719

Atomic partial charges in e from the Mulliken method, atoms 1 to 2: atom 1 (O): -0.49, atom 2 (C): 0.22



Computed HOMO-LUMO gap (eV) in order:
2.6; 11.2; 5.1; 11.4